87
Properties=species:S:1:pos:R:3:forces:R:3:mulliken_charge:R:1 method="wB97M-V/def2-TZVPD" e_above_lowest_kcal_mol=39.94 multiplicity=1 charge=+1
Ti -0.962 -0.011 -0.689 0.084 0.610 -1.335 0.07
I 0.934 -3.690 6.097 0.020 -0.029 0.046 0.12
C 0.408 -2.767 4.310 -0.036 0.027 -0.045 -0.75
C -0.468 -3.398 3.442 0.039 0.033 -0.011 -0.23
C -0.795 -2.774 2.248 0.004 -0.133 0.092 0.42
I -2.118 -3.744 0.963 0.009 0.032 -0.031 0.09
C -0.262 -1.531 1.918 -0.033 0.129 -0.280 -0.63
O -0.589 -0.949 0.748 0.207 -0.593 0.709 2.08
C 0.620 -0.895 2.794 0.141 -0.040 0.123 0.68
C 1.247 0.447 2.476 0.003 -0.014 0.019 -1.58
N 1.764 0.530 1.125 0.012 0.036 0.050 0.00
C 3.016 -0.173 0.896 0.054 -0.031 0.037 -1.30
C 2.862 -1.678 0.771 0.038 0.094 -0.032 1.00
C 3.568 -2.521 1.622 -0.093 -0.023 0.057 -1.03
C 3.422 -3.893 1.495 0.029 0.006 0.018 -0.39
C 2.588 -4.381 0.504 -0.010 -0.023 -0.018 -0.93
C 1.947 -3.465 -0.315 -0.028 0.042 0.051 -0.18
N 2.068 -2.145 -0.196 -0.037 -0.083 0.017 0.13
C 0.945 -1.532 3.984 -0.019 0.030 -0.023 -0.71
H -0.886 -4.365 3.683 -0.004 0.001 0.004 0.52
H 2.016 0.632 3.241 0.000 0.024 -0.018 0.47
H 0.504 1.240 2.590 -0.016 -0.013 0.002 0.35
H 1.853 1.497 0.847 0.009 -0.017 -0.046 0.28
H 3.744 0.032 1.694 0.025 -0.024 -0.020 0.39
H 3.441 0.199 -0.038 -0.053 -0.011 0.000 0.37
H 4.205 -2.101 2.389 0.007 0.002 -0.002 0.41
H 3.950 -4.566 2.158 -0.002 -0.001 0.002 0.44
H 2.437 -5.442 0.362 0.003 0.002 0.000 0.45
H 1.300 -3.818 -1.112 -0.017 -0.010 -0.025 0.42
H 1.643 -1.051 4.657 0.000 -0.007 0.010 0.51
N -1.106 -1.756 -2.016 -0.060 -0.242 -0.100 0.14
C -2.446 -1.754 -2.627 0.007 -0.072 0.044 0.85
C -2.850 -3.026 -3.342 -0.010 -0.050 -0.018 -1.04
C -1.988 -3.336 -4.569 -0.093 -0.123 -0.068 -0.17
C -2.103 -2.318 -5.708 0.071 0.072 0.030 -1.39
N -1.407 -1.047 -5.471 0.002 -0.047 -0.093 -0.05
C -0.104 -0.835 -5.614 -0.040 -0.034 0.014 0.89
N 0.395 0.356 -5.291 -0.105 -0.005 0.151 -0.28
N 0.694 -1.797 -6.089 0.014 0.012 0.015 -0.36
C -3.416 -1.276 -1.553 -0.020 0.068 0.169 0.16
O -4.595 -1.506 -1.571 0.009 -0.044 -0.002 -0.71
O -2.797 -0.533 -0.654 -0.210 0.046 -0.031 0.39
H -0.361 -1.733 -2.705 0.002 0.034 0.027 0.24
H -0.991 -2.587 -1.435 0.040 0.007 0.033 -0.09
H -2.439 -0.926 -3.331 -0.043 0.045 -0.004 -0.56
H -3.897 -2.916 -3.638 0.013 0.018 -0.016 0.40
H -2.829 -3.871 -2.649 0.085 0.010 0.004 0.34
H -2.304 -4.300 -4.973 -0.003 0.010 -0.006 0.42
H -0.937 -3.466 -4.293 0.008 0.047 0.028 0.22
H -3.149 -2.071 -5.890 0.004 0.030 0.037 0.45
H -1.742 -2.742 -6.648 0.009 -0.024 0.005 0.50
H -1.939 -0.250 -5.150 0.001 0.054 0.041 0.31
H -0.121 0.891 -4.589 0.076 0.052 -0.100 0.06
H 1.396 0.468 -5.245 -0.011 0.020 0.004 0.30
H 0.320 -2.649 -6.466 -0.006 0.004 -0.009 0.20
H 1.683 -1.640 -6.174 -0.001 0.006 -0.012 0.21
O 1.816 5.413 -3.592 0.002 -0.010 -0.001 -0.53
C 1.312 4.374 -3.290 -0.019 0.017 0.002 0.55
S -0.440 4.058 -3.355 0.005 0.038 -0.018 -0.13
C -0.361 2.398 -2.811 0.008 -0.003 -0.048 -0.38
C 0.853 1.899 -2.517 -0.066 -0.070 -0.020 0.31
S 1.131 0.245 -1.994 -0.046 0.107 0.290 -0.52
S 2.230 2.960 -2.700 0.048 0.015 -0.023 -0.15
S -1.822 1.448 -2.686 0.104 -0.145 0.071 -0.70
C -7.617 1.280 0.434 0.013 0.002 0.002 -1.62
C -6.176 1.507 0.772 -0.039 0.016 -0.016 0.84
C -5.416 2.421 0.042 -0.006 0.008 0.012 -0.75
C -4.065 2.580 0.260 0.012 -0.003 0.063 0.86
C -3.342 3.698 -0.436 -0.001 -0.033 -0.019 -1.67
C -3.456 1.773 1.259 -0.023 -0.030 0.029 0.62
C -2.062 1.546 1.327 0.062 0.131 -0.042 -0.22
O -1.256 1.668 0.362 -0.127 0.103 0.289 -1.14
C -4.236 0.920 2.090 -0.018 0.019 -0.032 0.99
C -3.640 0.074 3.186 -0.002 -0.001 0.012 -1.69
C -5.581 0.797 1.812 0.021 0.010 0.006 -1.02
H -8.068 2.162 -0.017 0.004 0.001 -0.002 0.40
H -8.195 0.994 1.311 0.005 -0.001 0.005 0.40
H -7.684 0.463 -0.289 -0.012 0.001 -0.002 0.28
H -5.903 3.030 -0.711 0.000 -0.009 -0.009 0.47
H -3.587 4.631 0.078 0.007 0.004 -0.014 0.45
H -3.678 3.788 -1.467 -0.011 -0.003 -0.005 0.43
H -2.265 3.581 -0.440 0.021 -0.007 0.002 0.19
H -1.653 1.140 2.258 -0.019 -0.065 -0.011 0.30
H -3.046 -0.750 2.782 -0.002 0.009 -0.021 0.25
H -4.437 -0.364 3.783 0.000 0.003 0.001 0.47
H -3.004 0.653 3.857 -0.001 -0.005 0.008 0.41
H -6.184 0.118 2.402 0.002 -0.006 -0.003 0.40